Entry 1:
The following is a DFT calculation (ωB97M-V/def2-TZVPD) of an isolated ion of composition C24H31O9 and charge -1 in a non-equilibrium geometry.

Output
Maximum force: 0.026 Eh/bohr
Net charge: -1
ΔE to the lowest compared entry with this formula, charge and spin: 0.000 eV
Gap between HOMO and LUMO: 0.2837 Ha
SMILES: C[C@]12CC[C@@H]3c4ccc(O[C@@H]5O[C@H](C(=O)[O-])[C@@H](O)[C@H](O)[C@H]5O)cc4CC[C@H]3[C@@H]1C[C@@H](O)[C@@H]2O
E: -1610.4065 Eh

```
64
C24H31O9 ωB97M-V/def2-TZVPD
C -1.47870 -5.21703 1.46975
C -2.23594 -4.60950 0.28382
C -1.35513 -4.62886 -0.96336
C -0.19053 -3.64122 -0.82998
C -0.66351 -2.21689 -0.50023
C 0.47421 -1.22375 -0.36164
C 1.58820 -1.28972 -1.19308
C 2.60220 -0.35575 -1.12547
C 2.52983 0.67725 -0.19584
O 3.58544 1.57237 -0.14999
C 3.30423 2.96065 -0.18231
O 2.65717 3.39809 0.96799
C 1.58103 4.34776 0.79430
C 0.14917 3.68972 0.49831
O -0.30464 3.80677 -0.65043
O -0.36940 3.15197 1.47510
C 2.03701 5.41867 -0.19001
O 3.19477 6.07190 0.30950
C 2.28037 4.81754 -1.59754
O 1.18908 5.05107 -2.43316
C 2.59299 3.31396 -1.49552
O 3.42684 2.93401 -2.57014
C 1.44372 0.73609 0.65786
C 0.40482 -0.18126 0.56236
C -0.76390 0.02168 1.48155
C -1.98353 -0.77906 1.04858
C -1.54621 -2.21183 0.75936
C -2.70833 -3.16476 0.51458
C -3.79696 -3.31281 1.57734
C -4.50639 -4.63630 1.20542
O -5.82773 -4.44704 0.76179
C -3.59974 -5.32541 0.13996
O -3.57439 -6.72433 0.22981
H -2.10420 -5.27129 2.35779
H -1.14654 -6.22197 1.21102
H -0.59817 -4.63333 1.71467
H -0.96881 -5.63504 -1.14179
H -1.95863 -4.34873 -1.83073
H 0.34946 -3.64044 -1.77709
H 0.50563 -3.97671 -0.05970
H -1.28879 -1.87776 -1.33926
H 1.66679 -2.06980 -1.93573
H 3.45211 -0.41923 -1.79007
H 4.32546 3.39077 -0.21591
H 1.49371 4.78887 1.79657
H 1.26760 6.19150 -0.28991
H 3.69575 5.41071 0.80277
H 3.14436 5.31788 -2.05125
H 0.42694 4.62491 -1.96169
H 1.64340 2.75874 -1.53557
H 3.69715 2.02074 -2.40745
H 1.37018 1.52857 1.38380
H -0.98367 1.09270 1.51667
H -0.46954 -0.27776 2.49339
H -2.73791 -0.75804 1.83693
H -2.41885 -0.33608 0.15115
H -0.95795 -2.55781 1.61427
H -3.19970 -2.83910 -0.41236
H -3.36361 -3.36263 2.57559
H -4.51008 -2.48915 1.56333
H -4.61500 -5.29437 2.07429
H -5.81183 -3.85970 -0.00246
H -4.01472 -5.12753 -0.85536
H -3.25016 -6.96663 1.10431
```

Formally, the natural (NBO) partial charges of the atoms, in units of the elementary charge, are as follows: -0.64, -0.06, -0.39, -0.40, -0.17, -0.09, -0.19, -0.30, 0.36, -0.55, 0.36, -0.55, -0.05, 0.77, -0.78, -0.75, 0.03, -0.73, 0.08, -0.75, 0.00, -0.72, -0.32, 0.11, -0.46, -0.39, -0.22, -0.19, -0.44, 0.08, -0.71, 0.09, -0.71, 0.20, 0.21, 0.23, 0.21, 0.20, 0.21, 0.20, 0.19, 0.20, 0.21, 0.15, 0.20, 0.20, 0.47, 0.19, 0.51, 0.21, 0.47, 0.26, 0.29, 0.20, 0.20, 0.20, 0.19, 0.19, 0.21, 0.22, 0.17, 0.46, 0.18, 0.46

=====

Entry 2:
The following is a DFT calculation (ωB97M-V/def2-TZVPD) of C48H50CdN3Sb2 as an isolated structure.

Output
Maximum force: 0.003 Eh/bohr
Net charge: +1
ΔE to the lowest compared entry with this formula, charge and spin: 0.790 eV
Gap between HOMO and LUMO: 0.2065 Ha
E: -2671.2946 Eh

```
104
C48H50CdN3Sb2 ωB97M-V/def2-TZVPD
Cd 1.96244 0.30352 -1.56247
C 2.98940 -2.33825 -1.07919
C 2.56875 -2.97594 0.03854
C 2.73921 -2.08531 1.19038
C 3.25540 -0.90549 0.77006
C 3.45917 -0.97310 -0.70267
C 4.85327 -0.59746 -1.20031
C 3.65768 0.27795 1.59579
C 2.40672 -2.50416 2.58716
C 2.03353 -4.36829 0.14877
C 3.10228 -2.89771 -2.46553
H 5.58497 -1.28402 -0.76229
H 5.14285 0.41493 -0.91337
H 4.93996 -0.67273 -2.28540
H 3.15720 1.19814 1.27516
H 4.73485 0.45974 1.53696
H 3.41107 0.13622 2.64671
H 2.99160 -3.38059 2.87553
H 1.35444 -2.78673 2.68290
H 2.60777 -1.71827 3.31316
H 2.78863 -5.05004 0.54921
H 1.71343 -4.75941 -0.81639
H 1.17325 -4.41625 0.81986
H 4.09602 -3.31526 -2.65019
H 2.93472 -2.13619 -3.23357
H 2.38066 -3.69822 -2.63309
C 4.56595 5.48016 -1.78274
C 3.56794 5.70728 -2.72788
C 2.60667 4.74715 -2.97308
C 2.65882 3.54762 -2.26527
C 3.65769 3.31047 -1.32961
C 4.61228 4.28403 -1.08271
N 1.70122 2.51499 -2.43543
N 0.73379 2.75421 -3.16525
C -0.19447 1.67537 -3.31049
C -1.35621 1.94134 -4.00500
C -2.27358 0.91154 -4.16815
C -1.98585 -0.34011 -3.65060
C -0.78955 -0.52121 -2.97523
N 0.08229 0.47001 -2.79891
H 5.31174 6.24160 -1.59721
H 3.54429 6.64204 -3.27154
H 1.81790 4.91174 -3.69247
H 3.68171 2.37197 -0.78649
H 5.38857 4.10756 -0.35084
H -1.51955 2.93749 -4.39018
H -3.20033 1.08697 -4.69734
H -2.67310 -1.16787 -3.74906
H -0.51739 -1.48384 -2.56004
C -0.46894 -1.63932 0.65298
C -0.40241 -0.46315 1.62641
C -0.29095 0.91739 0.99229
Sb -2.10109 1.64788 0.04681
C -1.27051 3.54822 -0.49797
C -0.09612 4.06565 0.04802
C 0.39224 5.30203 -0.35513
C -0.28908 6.04072 -1.31205
C -1.46050 5.54068 -1.86333
C -1.94298 4.30275 -1.45854
C -2.95507 2.19678 1.91992
C -2.73610 3.43109 2.52544
C -3.26650 3.69805 3.78074
C -4.01301 2.73287 4.44266
C -4.23883 1.50172 3.84468
C -3.71831 1.23766 2.58460
Sb -2.37969 -2.21330 -0.21389
C -3.39019 -2.42722 1.65184
C -2.73018 -2.62384 2.86440
C -3.44114 -2.69385 4.05440
C -4.82401 -2.56850 4.04638
C -5.49371 -2.37629 2.84705
C -4.77857 -2.30265 1.65848
C -1.69962 -4.22340 -0.50639
C -1.61491 -5.16352 0.51774
C -1.09533 -6.42802 0.27398
C -0.65204 -6.76826 -0.99722
C -0.74023 -5.84472 -2.02808
C -1.26638 -4.58278 -1.78114
H -0.14497 -2.55368 1.15290
H 0.24998 -1.50941 -0.16843
H 0.47389 -0.60895 2.26668
H -1.26508 -0.47445 2.30109
H 0.51197 0.93283 0.23941
H -0.02632 1.65586 1.74971
H 0.44757 3.51610 0.80788
H 1.30500 5.68949 0.08154
H 0.08742 7.00742 -1.62149
H -2.00342 6.11936 -2.60006
H -2.86399 3.92674 -1.89343
H -2.15418 4.19342 2.02026
H -3.09649 4.66223 4.24265
H -4.42313 2.94337 5.42180
H -4.82435 0.74570 4.35263
H -3.91758 0.27390 2.12731
H -1.65046 -2.71794 2.89350
H -2.91585 -2.84469 4.98887
H -5.37785 -2.62218 4.97470
H -6.57173 -2.28002 2.83532
H -5.31368 -2.14026 0.72896
H -1.96685 -4.91886 1.51330
H -1.04177 -7.15183 1.07731
H -0.24943 -7.75490 -1.18560
H -0.41102 -6.10989 -3.02505
H -1.35363 -3.88163 -2.60700
```

These are the Löwdin partial charges, in e, on atoms 1 to 99: 1.46, -0.30, -0.21, -0.22, -0.29, -0.47, -0.09, -0.05, -0.03, -0.02, -0.05, 0.10, 0.05, 0.07, 0.05, 0.08, 0.07, 0.09, 0.07, 0.07, 0.10, 0.06, 0.06, 0.09, 0.06, 0.07, -0.05, -0.06, -0.02, -0.27, -0.04, -0.06, -0.01, 0.12, -0.33, 0.01, -0.02, -0.05, -0.17, 0.00, 0.11, 0.11, 0.11, 0.06, 0.11, 0.13, 0.12, 0.11, 0.08, -0.39, -0.35, -0.40, 1.44, -0.42, -0.14, -0.09, -0.08, -0.08, -0.16, -0.40, -0.12, -0.08, -0.08, -0.08, -0.14, 1.43, -0.42, -0.14, -0.07, -0.08, -0.08, -0.16, -0.40, -0.13, -0.08, -0.08, -0.10, -0.16, 0.03, 0.02, 0.09, 0.08, -0.02, 0.06, 0.09, 0.11, 0.11, 0.11, 0.09, 0.09, 0.11, 0.11, 0.10, 0.07, 0.09, 0.11, 0.11, 0.11, 0.09

=====

Entry 3:
The following is a DFT calculation (ωB97M-V/def2-TZVPD) of C8H10LaN2S as an isolated structure in a non-equilibrium geometry.

Output
Maximum force: 0.147 Eh/bohr
Net charge: -1
ΔE to the lowest compared entry with this formula, charge and spin: 4.265 eV
Gap between HOMO and LUMO (alpha / beta): 0.2273 / 0.2050 Ha
E: -849.9702 Eh

```
22
C8H10LaN2S ωB97M-V/def2-TZVPD
C 0.36140 0.31832 -2.05958
C -0.00481 1.58835 -1.52095
C -1.39003 1.56618 -1.24377
C -1.89140 0.29170 -1.57908
C -0.81775 -0.48293 -2.08348
La 0.47603 -0.69660 0.59440
N 0.03179 -3.28829 -1.25735
C 2.25538 0.07235 1.70427
C 2.03113 1.40695 1.41057
H -1.99258 2.42887 -0.91443
H 0.64136 2.47701 -1.48680
H -2.95239 -0.01067 -1.56736
H -0.90515 -1.48211 -2.52751
H 1.33407 0.05641 -2.49084
H 2.43664 1.80466 0.52213
H 1.66266 -0.52416 2.47033
H 0.97300 -3.02767 -0.80892
H 1.76001 2.15089 2.10190
H 3.06994 -0.59358 1.28063
S -3.47402 -1.80660 3.97330
C -2.26131 -1.29326 3.10828
N -1.34399 -0.95582 2.37424
```

Formally, the Löwdin partial charges of the atoms, in units of the elementary charge, are as follows: -0.32, -0.25, -0.19, -0.19, -0.30, 1.86, -0.31, -0.54, -0.22, 0.09, 0.08, 0.09, 0.05, 0.08, 0.02, 0.02, -0.32, 0.02, 0.06, 0.51, -1.06, -0.18